1 | # C3H4O2S

A cluster of 2 separate species, C3H4O2S in total (ωB97M-V/def2-TZVPD, OMol25).

HOMO (alpha / beta), eV: -8.29 / -9.95
Frontier orbital gap (alpha / beta), Eh: 0.229 / 0.336

XYZ file:
```
10
Properties=species:S:1:pos:R:3:nbo_charge:R:1
C 0.3182 1.1192 1.3875 -0.6675
H 0.9882 2.0531 1.4950 0.2572
O -0.0854 2.3509 -0.6463 -0.5184
C 0.1168 1.2600 -0.1398 0.2782
O 0.2336 -1.1782 -0.8718 -0.3986
H 0.5598 0.1200 1.6190 0.2178
H -0.5244 -3.6666 -2.6539 0.1127
S -1.1526 -3.3744 -1.4342 -0.1375
C 0.0749 -0.0540 -0.7126 0.6220
H -0.5291 1.3700 1.9571 0.2340
```

***

2 | # C3H4O2S

An isolated molecule of C3H4O2S (ωB97M-V/def2-TZVPD, OMol25).

HOMO (alpha / beta), eV: -8.25 / -7.14
Frontier orbital gap (alpha / beta), Eh: 0.304 / 0.230

XYZ file:
```
10
Properties=species:S:1:pos:R:3:nbo_charge:R:1
H 0.4955 -0.9341 -0.0172 0.1576
O 1.4424 0.6865 -0.0172 -0.6127
S 3.0272 0.2676 -0.0284 1.1616
C -0.9340 0.6817 -0.0365 -0.2822
H -2.9460 0.1071 0.0654 0.1933
O 3.2115 -1.1678 -0.0099 -0.8789
C -1.9584 -0.2171 -0.0487 -0.3306
H -0.8951 1.6961 0.1461 0.2189
C 0.3425 0.1000 0.0060 0.1860
H -1.7855 -1.2200 -0.0595 0.1872
```

***

Which one sits at the bottom of the stability order? 1 does.